Entry 1:
The following is a quantum chemistry calculation of a molecular structure, C16H36BFN4O9PS2 in a non-equilibrium geometry, from the Open Molecules 2025 dataset.

```
! wB97M-V def2-TZVPD RIJCOSX def2/J DEFGRID3
* xyz 1 1
H 2.923 -4.804 -2.729
H -3.194 0.408 1.984
O -3.719 4.011 -2.149
H -1.531 2.417 3.768
C -1.068 0.030 2.525
H 3.159 -1.745 0.413
P 0.463 -0.664 -1.820
H -1.189 -0.422 0.405
C -2.486 2.244 3.178
C 3.578 -3.938 -1.009
H -1.602 -0.856 3.034
H 3.464 0.798 -0.047
C 1.201 -2.708 0.822
C -0.353 -0.485 1.197
H -2.008 1.508 1.102
C -0.077 -2.064 1.509
C 2.451 -2.800 -1.353
H -3.988 2.062 0.258
H -0.423 0.512 3.318
H -0.601 -2.564 -2.372
C -4.802 2.753 0.653
H 3.744 -0.477 -1.251
H -1.038 -2.596 1.161
H 2.186 3.109 -2.666
H -1.524 0.369 -1.611
N 4.885 -3.369 -0.577
H 1.862 -3.119 1.675
H 3.878 1.548 -3.863
C -4.523 3.179 -1.672
N 1.631 -0.412 -0.499
O -5.251 3.548 -0.511
H -4.572 4.755 1.608
C 2.927 0.267 -0.922
C 1.013 0.257 0.750
O 0.484 2.580 2.151
C -2.260 1.058 2.120
H 4.269 -3.878 -2.999
H 4.991 -3.354 0.447
O -0.025 2.774 -0.170
H -0.025 -2.261 2.641
C 2.131 -1.822 -0.101
H -5.075 3.419 2.766
H -4.156 0.922 -1.799
O 1.817 2.222 -2.468
O 4.105 1.512 -2.911
F 2.395 2.908 0.666
C -4.635 1.765 -2.410
B 2.897 1.350 -2.119
H 1.553 -3.382 -1.729
C -4.371 3.662 1.897
N 3.865 -4.572 -2.357
S 0.899 2.096 0.766
C -2.826 3.574 2.301
O -0.661 0.620 -2.008
H -3.400 2.000 3.809
H 2.936 -2.226 -2.229
H 4.948 -2.398 -0.940
S 2.142 0.065 2.271
O 0.981 -0.888 -3.226
H -5.695 1.497 -2.731
H 3.585 -5.909 -0.435
O -0.608 -1.990 -1.575
H -4.010 1.836 -3.374
H -2.583 4.489 2.946
H 0.839 -3.663 0.287
H 3.423 -4.849 0.785
N 3.065 -5.048 -0.172
H 1.470 -0.657 3.237
H -2.146 3.633 1.374
H -5.735 2.161 0.981
*
```

Calculated values
E_HOMO ... -12.02 eV
Kohn-Sham gap ... 7.86 eV
M ... 553.40 g mol⁻¹

=====

Entry 2:
The following is a quantum chemistry calculation of a molecular structure, C40H67GeN9PSiW, from the Open Molecules 2025 dataset.

```
! wB97M-V def2-TZVPD RIJCOSX def2/J DEFGRID3
* xyz 2 2
H -4.761 1.115 -2.098
H 1.440 -4.267 -3.160
H -4.618 0.125 4.497
H 1.092 1.017 4.922
C 2.913 2.020 -2.476
H -2.872 1.994 3.917
C -0.687 2.420 -2.974
H 2.021 2.110 -1.867
H -2.351 -0.079 -3.842
N -3.548 -0.956 -1.426
H 0.994 -4.791 -0.394
H -1.076 3.090 2.646
H 2.494 2.300 3.203
H 1.721 4.362 0.147
H 2.414 -0.441 -1.822
H 0.616 -2.846 6.722
H -3.652 0.407 2.102
H 1.803 1.988 0.250
H -5.123 -2.570 -2.764
N -1.869 0.546 -0.817
H -2.273 5.978 -2.901
H -3.543 2.243 -1.700
H 4.428 -2.519 -2.210
H -0.531 -2.278 5.526
N -1.542 -2.137 -1.162
H -1.788 -0.354 5.542
H 4.054 3.302 -1.218
H -2.261 -4.796 -2.199
H 0.059 2.930 -1.022
H 1.230 -3.823 4.540
H 2.440 -2.625 4.940
H 0.878 -0.799 -5.523
C 0.913 -0.780 6.141
Si 2.132 -2.772 -1.315
C -3.056 0.325 -1.268
W -0.131 -0.705 -0.611
C 4.054 1.120 -4.423
C 2.016 1.788 2.363
H -1.665 1.542 -0.832
H 0.505 -3.387 0.571
H 2.916 -0.946 -6.873
C 2.872 1.219 -3.643
H -0.517 2.733 1.016
N -0.089 -0.574 1.195
C -4.959 -3.240 -1.918
C 1.345 -3.194 -2.973
C -2.097 1.259 4.163
C 0.718 4.150 2.069
H 1.758 -0.769 6.833
C -0.540 3.258 -1.869
H -2.516 4.544 -4.903
N 0.678 -0.616 3.677
C 1.702 0.510 -4.049
P -0.163 0.273 2.582
H -2.493 -0.790 1.508
C 2.340 2.497 1.059
H -2.301 -4.563 -0.427
C -1.343 -0.369 -4.146
Ge 0.024 0.562 -3.029
C 1.041 -2.019 3.397
C -1.405 2.914 -4.063
H 6.109 1.735 -4.628
C 1.341 -3.848 0.037
C -2.893 -4.550 -1.342
H 3.401 2.389 0.830
H 1.882 -2.054 2.694
C 0.519 -2.227 5.831
H 0.283 -2.941 -3.049
N -3.921 1.313 -1.579
H 6.111 3.118 -2.591
C 1.753 -0.249 -5.192
C -2.604 0.306 5.238
C 1.897 -0.898 -0.979
H 2.418 -0.112 4.721
C 2.923 -0.344 -5.973
H 4.471 -2.789 -0.464
H 1.854 -2.672 -3.785
H -1.527 2.306 -4.953
C -1.107 4.525 -1.831
C 3.975 -3.081 -1.391
H 1.043 4.314 3.099
H -4.103 -1.237 5.473
H 4.954 0.265 -6.188
H -4.201 -1.821 3.026
H -4.535 -1.031 -1.609
H -0.969 5.158 -0.962
H -5.227 -4.235 -2.258
H 0.133 5.026 1.790
C -2.849 -2.132 -1.358
H 2.766 4.566 1.530
H 4.179 -4.141 -1.560
H -5.616 -2.974 -1.087
H -3.657 -5.315 -1.247
C -1.973 4.182 -4.040
N -3.552 -3.254 -1.514
H 0.096 -0.256 6.639
N 0.549 1.759 2.576
H 0.191 -2.504 2.914
C -2.843 -0.274 2.399
H -1.257 -1.455 -4.104
H 2.451 -0.687 -0.058
H -2.902 0.881 6.116
C -1.835 4.989 -2.919
H -1.224 1.815 4.510
H 2.393 0.764 2.354
H 2.086 -4.109 0.792
C 5.219 2.584 -2.888
C -0.184 2.924 2.044
C -3.358 -1.262 3.439
H -1.226 -0.067 -5.188
N -1.748 0.547 2.921
C 1.334 -0.042 4.862
C 1.384 -2.755 4.694
H -2.566 -1.985 3.663
C 4.049 2.685 -2.109
H -1.166 -3.077 -1.209
C 1.935 3.975 1.145
C 4.049 0.326 -5.595
C -3.768 -0.530 4.714
C 5.217 1.818 -4.019
*
```

Calculated values
E_HOMO (spin up / spin down) ... -11.95 / -11.98 eV
Kohn-Sham gap (spin up / spin down) ... 6.42 / 6.37 eV
ΔE to the lowest compared entry with this formula, charge and spin ... 1.7 kcal per mole
M ... 989.55 g mol⁻¹